[1]
Molecular formula: C3H5BrO
Method: DFT, wB97M-V/def2-TZVPD

Its calculated total energy is -2766.49585 hartree. As for the structure (SMILES): C[C@H]1O[C@@H]1Br. For the frontier orbital gap, the calculation gives 11.088 eV.

Geometry as XYZ:
```
10
C3H5BrO (wB97M-V/def2-TZVPD)
C -0.67563 -0.03479 0.13883
C 0.80608 -0.37869 0.35621
O 1.31052 -1.45234 -0.35940
C 1.90112 -0.03493 -0.53314
Br 3.60093 0.11285 0.21510
H -0.86001 0.28439 -0.83303
H -0.97518 0.53371 0.92579
H -1.19226 -0.95120 0.26795
H 1.00131 -0.42142 1.36917
H 1.86783 0.37319 -1.54075
```

[2]
Molecular formula: C3H5BrO
Method: DFT, wB97M-V/def2-TZVPD

Its calculated total energy is -2766.44416 hartree. As for the structure (SMILES): BrC1=CC1.O. For the frontier orbital gap, the calculation gives 9.844 eV.

Geometry as XYZ:
```
10
C3H5BrO (wB97M-V/def2-TZVPD)
Br 2.46056 0.09744 0.19629
C 0.69281 0.75369 0.09246
C -0.13879 1.74875 0.30132
C -0.59024 0.67480 -0.61681
H -0.53513 2.61160 0.83442
H -1.25618 -0.13937 -0.38445
H -0.66341 0.90263 -1.68685
O 0.29588 -2.13386 0.27401
H -0.48010 -2.25544 -0.24752
H 0.21459 -2.26025 1.23714
```

[3]
Molecular formula: C3H5BrO
Method: DFT, wB97M-V/def2-TZVPD

Its calculated total energy is -2766.51015 hartree. As for the structure (SMILES): O=C=CBr.C. For the frontier orbital gap, the calculation gives 8.970 eV.

Geometry as XYZ:
```
10
C3H5BrO (wB97M-V/def2-TZVPD)
O 0.47144 0.07563 2.96972
C 0.08140 -0.51320 2.05145
C -0.34934 -1.16681 1.02044
Br 0.27969 -2.93326 0.67349
H -1.07343 -0.79120 0.32652
C 0.11760 1.06167 -1.40675
H 0.39385 1.93331 -1.98659
H -0.95354 0.92290 -1.47723
H 0.40484 1.22172 -0.37454
H 0.62749 0.18923 -1.79652
```

[4]
Molecular formula: C3H5BrO2
Method: DFT, wB97M-V/def2-TZVPD

Its calculated total energy is -2841.60671 hartree. For the frontier orbital gap, the calculation gives 6.960 eV.

Geometry as XYZ:
```
11
C3H5BrO2 (wB97M-V/def2-TZVPD)
C -0.91345 0.09612 -1.63384
C 0.17246 1.06990 -1.57361
C 1.16078 -0.66179 2.19886
O -1.00007 0.96858 -0.47617
O 0.28523 -0.64422 1.37664
Br 1.10256 -1.81744 3.79530
H -1.65103 0.00360 -2.43994
H -0.64903 -0.91413 -1.20906
H -0.03871 1.88552 -2.29304
H 2.21440 -0.29149 2.04629
H -0.68315 0.30534 0.20856
```